The following is a DFT calculation (ωB97M-V/def2-TZVPD) of a molecular structure, C65H148F9N8O11S at a distorted geometry.

Each line ends with the Mulliken charge.
Positions of all 242 atoms, in Å:
C (8.012, -4.344, -5.562)  -0.59
C (9.151, -3.779, -5.253)  -0.45
C (10.540, -4.282, -5.073)  -0.23
C (11.080, -5.478, -5.790)  -0.92
N (12.022, -6.353, -5.013)  0.23
C (13.468, -5.909, -4.467)  -0.52
C (14.502, -6.773, -4.931)  -0.29
C (13.892, -7.734, -5.708)  -0.54
C (12.394, -7.618, -6.006)  -0.67
C (11.298, -6.945, -3.752)  -0.99
H (7.426, -4.280, -4.669)  0.38
H (8.564, -5.198, -6.553)  0.04
H (7.182, -4.575, -6.214)  0.41
H (8.828, -2.869, -4.516)  0.22
H (9.393, 8.823, 5.049)  -0.24
H (9.026, -4.529, -1.856)  -0.24
H (11.211, -3.829, -4.311)  0.31
H (11.694, -5.020, -6.552)  0.39
H (10.301, -6.109, -6.246)  0.51
H (13.329, -5.701, -3.394)  0.38
H (13.672, -4.830, -4.850)  0.31
H (12.647, -6.942, 2.036)  -0.11
H (15.610, -6.632, -4.634)  0.35
H (14.327, -8.570, -6.210)  0.50
H (14.299, -5.669, -9.562)  -0.20
H (11.723, -8.415, -5.638)  0.39
H (12.364, -7.232, -7.001)  0.48
H (11.749, -7.969, -3.613)  0.43
H (10.124, -7.020, -3.859)  0.21
H (11.494, -6.343, -2.865)  0.45
C (1.942, 5.742, 1.234)  -1.26
C (1.084, 5.062, 0.154)  -0.62
C (0.351, 3.873, 0.745)  0.23
C (-0.348, 3.065, -0.339)  -1.28
N (-1.263, 1.968, 0.043)  1.29
C (-0.694, 0.871, 0.871)  -0.10
C (-0.261, -0.277, -0.123)  -0.52
C (-0.922, 0.049, -1.426)  -1.39
C (-1.815, 1.249, -1.197)  -0.29
C (-2.531, 2.510, 0.694)  -1.62
H (2.815, 5.120, 1.579)  0.14
H (1.427, 6.035, 2.096)  0.43
H (2.322, 6.696, 0.808)  0.42
H (1.671, 4.713, -0.646)  0.45
H (0.329, 5.753, -0.305)  0.38
H (-0.365, 4.196, 1.546)  0.26
H (1.130, 3.292, 1.267)  -0.08
H (0.504, 2.708, -0.943)  0.41
H (-0.969, 3.751, -0.846)  0.47
H (-1.489, 0.735, 1.576)  0.33
H (0.215, 1.267, 1.411)  -0.39
H (-0.523, -1.239, 0.382)  0.13
H (0.752, -0.242, -0.223)  0.76
H (-1.452, -0.826, -1.854)  0.34
H (-0.158, 0.290, -2.149)  0.44
H (-2.836, 0.932, -0.926)  0.18
H (-1.948, 1.930, -2.060)  0.44
H (-3.177, 3.072, -0.030)  0.32
H (-2.333, 3.080, 1.577)  0.45
H (-3.141, 1.688, 1.088)  0.56
C (-4.987, -8.245, 0.421)  -1.41
C (-4.483, -9.661, 0.581)  -0.44
C (-5.316, -10.718, -0.123)  -0.26
C (-5.094, -12.068, 0.435)  -0.90
N (-5.639, -13.236, -0.381)  0.16
C (-7.159, -13.220, -0.524)  -0.40
C (-7.504, -14.670, -0.930)  -0.88
C (-6.533, -15.511, -0.043)  -0.44
C (-5.440, -14.497, 0.400)  -0.61
C (-4.911, -13.354, -1.753)  -0.85
H (-4.245, -7.500, 0.725)  0.35
H (-5.981, -8.020, 0.852)  0.37
H (-5.189, -7.921, -0.604)  0.36
H (-4.305, -9.906, 1.670)  0.33
H (-3.462, -9.704, 0.130)  0.30
H (-4.955, -10.768, -1.201)  0.22
H (-6.378, -10.486, -0.258)  0.40
H (-5.619, -12.096, 1.378)  0.38
H (-4.046, -12.313, 0.625)  0.30
H (-7.445, -12.449, -1.257)  0.38
H (-7.493, -13.005, 0.531)  0.36
H (-7.289, -14.843, -1.994)  0.33
H (-8.525, -14.892, -0.757)  0.44
H (-6.248, -16.334, -0.714)  0.29
H (-6.903, -15.972, 0.847)  0.37
H (-4.450, -14.886, 0.311)  0.37
H (-5.671, -14.178, 1.426)  0.38
H (-5.198, -12.458, -2.332)  0.35
H (-5.327, -14.264, -2.295)  0.39
H (-3.843, -13.403, -1.587)  0.33
C (0.156, 2.765, 6.557)  -1.50
C (-0.080, 1.834, 5.336)  -0.12
C (-0.015, 0.352, 5.743)  -0.51
C (-0.203, -0.446, 4.509)  -0.04
N (0.179, -1.890, 4.735)  0.70
C (1.578, -2.166, 5.350)  -0.64
C (2.025, -3.472, 4.663)  -0.76
C (1.102, -3.728, 3.475)  -0.91
C (0.293, -2.470, 3.376)  1.84
C (-0.834, -2.528, 5.626)  -0.94
H (1.181, 2.607, 7.016)  0.29
H (-0.603, 2.527, 7.268)  0.39
H (0.051, 3.782, 6.263)  0.45
H (0.741, 1.976, 4.605)  0.11
H (-0.985, 2.086, 4.793)  0.34
H (-0.752, 0.116, 6.525)  0.48
H (0.975, 0.141, 6.139)  0.35
H (0.397, -0.055, 3.669)  -0.81
H (-1.216, -0.504, 4.204)  0.50
H (1.461, -2.234, 6.417)  0.56
H (2.246, -1.380, 5.096)  0.17
H (1.926, -4.335, 5.338)  0.37
H (3.071, -3.414, 4.357)  0.35
H (0.438, -4.577, 3.614)  0.32
H (1.743, -3.878, 2.624)  0.46
H (-0.759, -2.645, 3.023)  0.19
H (0.824, -1.638, 2.886)  -1.39
H (-1.750, -2.538, 5.078)  -0.02
H (-1.017, -2.031, 6.590)  0.36
H (-0.470, -3.536, 5.846)  0.52
C (5.844, 8.018, -9.240)  -0.85
N (6.168, 8.627, -7.934)  -0.23
C (4.949, 9.268, -7.366)  -0.89
C (6.658, 7.501, -7.107)  -0.92
C (7.226, 9.700, -8.134)  -0.38
C (7.451, 10.621, -6.927)  -0.78
O (6.578, 11.741, -7.133)  -0.49
H (5.471, 8.922, -9.757)  0.41
H (4.993, 7.336, -9.147)  0.40
H (6.827, 7.600, -9.673)  0.36
H (4.460, 9.933, -8.050)  0.41
H (5.333, 9.920, -6.574)  0.43
H (4.384, 8.532, -6.795)  0.33
H (6.705, 7.806, -6.095)  0.43
H (7.667, 7.277, -7.475)  0.38
H (5.959, 6.670, -7.158)  0.38
H (6.943, 10.321, -8.964)  0.40
H (8.068, 9.105, -8.522)  0.56
H (8.487, 10.814, -6.873)  0.41
H (7.193, 10.189, -5.921)  0.30
H (7.045, 12.606, -7.107)  0.33
C (4.994, 3.329, 3.823)  -0.74
N (6.474, 2.968, 3.615)  0.32
C (6.670, 1.689, 4.309)  -0.68
C (6.604, 2.825, 2.130)  -0.78
C (7.320, 4.068, 4.309)  -0.48
C (8.787, 4.020, 3.910)  -0.59
O (8.983, 4.472, 2.616)  -0.53
H (4.730, 4.299, 3.458)  0.37
H (4.807, 3.404, 4.892)  0.42
H (4.324, 2.580, 3.398)  0.13
H (6.646, 1.795, 5.406)  0.31
H (7.659, 1.234, 3.951)  0.35
H (5.805, 1.064, 4.046)  0.05
H (7.490, 2.236, 1.887)  0.37
H (6.585, 3.833, 1.773)  0.40
H (5.653, 2.441, 1.709)  0.16
H (7.146, 3.967, 5.405)  0.39
H (6.740, 4.960, 4.028)  0.42
H (9.152, 3.001, 4.021)  0.30
H (9.294, 4.627, 4.642)  0.51
H (9.873, 4.762, 2.416)  0.31
C (-10.251, 2.262, 2.925)  -1.05
N (-10.159, 1.348, 1.752)  0.11
C (-9.174, 0.167, 2.008)  -0.97
C (-11.593, 0.828, 1.455)  -0.86
C (-9.624, 2.199, 0.568)  -1.02
C (-8.357, 3.023, 0.857)  0.48
O (-7.205, 2.314, 1.309)  -0.45
H (-10.765, 1.735, 3.693)  0.40
H (-10.756, 3.147, 2.699)  0.39
H (-9.235, 2.436, 3.223)  0.42
H (-9.424, -0.258, 2.928)  0.44
H (-8.200, 0.517, 2.161)  0.43
H (-9.311, -0.580, 1.168)  0.29
H (-12.267, 1.613, 1.285)  0.40
H (-12.063, 0.281, 2.301)  0.32
H (-11.370, 0.247, 0.591)  0.41
H (-10.437, 2.840, 0.312)  0.37
H (-9.459, 1.478, -0.228)  0.38
H (-8.646, 3.841, 1.603)  0.30
H (-8.184, 3.601, -0.037)  0.00
H (-6.483, 2.880, 0.936)  0.07
C (-6.298, 10.003, -0.746)  -0.97
N (-6.360, 9.970, 0.735)  0.12
C (-6.147, 11.367, 1.289)  -0.84
C (-7.695, 9.571, 1.234)  -0.87
C (-5.280, 9.093, 1.288)  -0.84
C (-5.150, 7.788, 0.551)  0.09
O (-6.255, 6.987, 0.725)  -0.26
H (-6.744, 10.997, -1.052)  0.38
H (-6.929, 9.292, -1.251)  0.26
H (-5.235, 10.040, -0.989)  0.46
H (-5.241, 11.774, 0.781)  0.40
H (-5.884, 11.252, 2.393)  0.35
H (-7.051, 11.964, 1.082)  0.39
H (-8.452, 10.014, 0.660)  0.45
H (-7.794, 9.848, 2.266)  0.41
H (-7.707, 8.456, 1.091)  0.22
H (-5.496, 8.951, 2.376)  0.29
H (-4.360, 9.655, 1.044)  0.38
H (-4.240, 7.291, 0.984)  0.30
H (-4.957, 8.064, -0.488)  0.26
H (-6.082, 6.037, 0.539)  0.22
C (4.752, -0.784, 2.256)  0.37
F (4.907, -1.452, 3.458)  -0.23
F (5.885, -0.067, 2.036)  -0.16
F (4.878, -1.702, 1.243)  -0.23
S (3.150, 0.188, 2.267)  1.13
O (3.037, 0.603, 3.693)  -0.79
O (3.339, 1.224, 1.258)  -0.61
O (2.078, -0.706, 1.881)  -0.64
C (-4.177, -2.361, 3.914)  -0.09
O (-3.882, -3.420, 3.146)  -0.14
O (-4.208, -1.264, 3.437)  -0.43
C (-4.330, -1.799, -0.181)  0.33
F (-3.119, -1.332, 0.024)  0.02
F (-4.586, -3.098, -0.380)  -0.21
F (-5.415, -1.106, -0.270)  -0.09
C (-4.244, -4.633, 3.875)  -0.35
C (-3.045, -5.421, 4.358)  -0.90
H (-2.587, -4.906, 5.280)  0.18
H (-3.372, -6.375, 4.831)  0.43
H (-2.236, -5.569, 3.623)  0.22
H (-4.852, -5.165, 3.104)  0.26
H (-4.956, -4.427, 4.728)  0.38
H (-4.630, -2.431, 4.877)  0.50
C (-6.021, 4.111, -1.352)  -0.12
O (-5.853, 2.705, -1.554)  0.30
O (-5.861, 4.430, -0.031)  -1.30
C (-4.849, 4.730, -2.233)  0.46
F (-4.552, 6.003, -1.964)  -0.26
F (-3.707, 4.024, -1.980)  -0.17
F (-4.993, 4.593, -3.592)  -0.30
C (-6.102, 2.105, -2.781)  -0.25
C (-7.592, 1.891, -2.984)  -1.12
H (-7.825, 1.363, -3.935)  0.45
H (-8.024, 1.404, -2.140)  0.08
H (-8.143, 2.870, -3.035)  0.27
H (-5.521, 1.186, -2.534)  0.21
H (-5.857, 2.656, -3.694)  0.33
H (-7.018, 4.429, -1.756)  0.42

Summary:
Total charge   +5
Total energy   -139462.7005 eV
Largest force on an atom   11.5 eV/Å